[1]
Molecular formula: C8H22CsN2O2
Method: DFT, ωB97M-V/def2-TZVPD

Atoms and positions in Å:
Cs1 -0.562 -1.873 2.631
C1 -0.950 1.379 0.421
C2 -2.043 1.426 1.471
C3 -3.146 0.398 1.244
O1 -3.723 0.428 -0.031
C4 -4.455 1.618 -0.323
N1 -1.416 1.124 2.782
H1 -1.377 1.612 -0.563
H2 -0.502 0.391 0.268
H3 -0.187 2.143 0.570
H4 -2.540 2.403 1.476
H5 -3.895 0.454 2.051
H6 -2.737 -0.620 1.298
H7 -5.106 1.902 0.508
H8 -5.047 1.404 -1.206
H9 -3.783 2.453 -0.541
H10 -0.806 1.889 3.027
H11 -2.027 0.825 3.527
C5 0.896 -2.425 -1.410
C6 2.188 -1.946 -0.779
C7 2.628 -0.600 -1.297
O2 4.035 -0.587 -1.290
C8 4.555 0.587 -1.885
N2 2.040 -1.887 0.706
H12 0.625 -3.405 -1.000
H13 1.019 -2.572 -2.480
H14 0.076 -1.727 -1.221
H15 2.976 -2.663 -1.031
H16 2.262 0.191 -0.622
H17 2.229 -0.424 -2.304
H18 4.284 1.476 -1.299
H19 4.205 0.693 -2.913
H20 5.639 0.499 -1.853
H21 2.986 -1.789 1.063
H22 1.660 -2.779 1.002

Values from the calculation:
Energy above the lowest of the compared OMol25 structures with the same formula, charge and spin = 43.9 kJ/mol
Max |F| = 1.35 eV Å⁻¹
Molar mass = 311.2 g mol⁻¹
Multiplicity = 1
Total charge = +1
LUMO level = -3.172 eV

=====

[2]
Molecular formula: C8H22CuN2O10S2
Method: DFT, ωB97M-V/def2-TZVPD

Atoms and positions in Å:
Cu1 7.826 14.952 -6.127
S1 9.847 13.741 -7.903
O1 10.134 12.673 -8.882
O2 9.572 13.086 -6.613
O3 10.926 14.714 -7.756
O4 8.702 14.464 -8.208
S2 8.703 17.596 -6.648
O5 7.523 16.882 -7.127
O6 9.403 16.724 -5.742
O7 9.502 17.996 -7.811
O8 8.324 18.852 -5.933
C1 10.111 12.570 -2.758
C2 9.945 14.064 -3.271
C3 10.284 15.202 -2.340
O9 9.149 15.348 -1.463
C4 9.431 16.456 -0.608
N1 10.611 14.064 -4.497
H1 9.692 12.543 -1.752
H2 11.172 12.367 -2.610
H3 9.586 11.936 -3.472
H4 8.868 14.073 -3.442
H5 10.560 16.085 -2.917
H6 11.168 15.067 -1.716
H7 8.777 16.520 0.262
H8 9.210 17.429 -1.048
H9 10.434 16.439 -0.183
H10 10.615 14.952 -4.978
H11 10.101 13.595 -5.231
C5 4.378 15.446 -5.248
C6 5.451 14.846 -4.329
C7 4.902 14.253 -2.968
O10 5.905 13.489 -2.319
C8 5.664 13.152 -0.934
N2 6.115 13.714 -5.036
H12 4.086 16.439 -4.907
H13 3.481 14.877 -5.492
H14 4.876 15.509 -6.215
H15 6.282 15.529 -4.156
H16 4.117 13.575 -3.304
H17 4.626 15.157 -2.425
H18 4.698 12.667 -0.798
H19 5.715 14.037 -0.301
H20 6.391 12.478 -0.481
H21 5.243 13.270 -5.287
H22 6.350 13.086 -4.281

Values from the calculation:
Max |F| = 7.33 eV Å⁻¹
Expectation value of S² = 0.75
Molar mass = 433.9 g mol⁻¹
Multiplicity = 2
Total charge = -4
LUMO level (alpha / beta) = 8.487 / 8.372 eV

=====

[3]
Molecular formula: C8H22N7
Method: DFT, ωB97M-V/def2-TZVPD

Atoms and positions in Å:
C1 3.092 1.166 1.095
C2 -2.402 0.008 -3.091
C3 -1.100 2.150 -3.418
C4 -0.918 -2.119 3.054
C5 1.008 -2.194 0.895
C6 1.943 1.014 2.085
C7 0.576 1.121 1.414
C8 -1.673 1.163 -2.410
N1 -2.181 -1.525 0.679
N2 -0.985 -1.140 2.043
N3 0.374 0.072 0.430
N4 -0.834 0.281 -0.384
N5 -1.058 -1.354 -0.135
N6 -0.571 0.670 -1.590
N7 -0.067 -1.208 0.871
H1 3.047 2.139 0.614
H2 4.043 1.087 1.614
H3 3.054 0.401 0.324
H4 -2.772 -0.697 -2.351
H5 -3.247 0.388 -3.658
H6 -1.738 -0.514 -3.776
H7 -0.455 1.638 -4.130
H8 -0.523 2.920 -2.915
H9 -1.904 2.627 -3.969
H10 -0.131 -1.822 3.754
H11 -1.866 -2.051 3.591
H12 -0.751 -3.150 2.727
H13 0.592 -3.200 0.893
H14 1.600 -2.054 -0.008
H15 1.636 -2.037 1.769
H16 2.001 1.810 2.828
H17 2.029 0.066 2.620
H18 -0.235 1.116 2.151
H19 0.517 2.046 0.838
H20 -2.353 1.673 -1.722
H21 -2.399 -2.515 0.810
H22 0.193 0.239 -2.110

Values from the calculation:
Energy above the lowest of the compared OMol25 structures with the same formula, charge and spin = 194.8 kJ/mol
Max |F| = 4.72 eV Å⁻¹
Molar mass = 216.3 g mol⁻¹
Multiplicity = 1
Total charge = +1
LUMO level = -4.226 eV

=====

[4]
Molecular formula: C8H22O4Ti
Method: DFT, ωB97M-V/def2-TZVPD

Atoms and positions in Å:
Ti1 -7.586 24.102 12.945
C1 -8.844 25.910 10.775
C2 -7.983 24.917 9.876
C3 -7.598 25.664 8.567
O1 -6.939 24.296 10.564
H1 -9.555 26.496 10.193
H2 -8.105 26.565 11.236
H3 -9.299 25.395 11.622
H4 -8.637 24.100 9.573
H5 -6.864 26.441 8.784
H6 -8.513 26.146 8.221
H7 -7.227 24.992 7.793
C4 -4.341 21.775 14.675
C5 -5.603 21.639 13.790
C6 -6.801 21.615 14.664
O2 -5.632 22.669 12.876
H8 -4.325 20.995 15.435
H9 -4.360 22.759 15.144
H10 -3.492 21.608 14.011
H11 -5.627 20.668 13.295
H12 -7.683 21.490 14.035
H13 -6.897 22.560 15.198
H14 -6.751 20.782 15.365
C7 -8.516 26.011 15.417
O3 -7.411 25.672 14.539
H15 -8.423 27.083 15.590
H16 -9.498 25.992 14.944
H17 -8.514 25.440 16.345
H18 -6.743 26.361 14.555
C8 -10.494 22.755 12.220
O4 -9.823 23.268 13.330
H19 -10.101 23.165 11.290
H20 -10.355 21.675 12.170
H21 -11.576 22.887 12.214
H22 -10.115 22.726 14.067

Values from the calculation:
Energy above the lowest of the compared OMol25 structures with the same formula, charge and spin = 0.0 kJ/mol
Max |F| = 2.78 eV Å⁻¹
Expectation value of S² = 3.75
Molar mass = 230.1 g mol⁻¹
Multiplicity = 4
Total charge = -1
LUMO level (alpha / beta) = 2.722 / 2.689 eV

=====

[5]
Molecular formula: C8H23BaNO13S2
Method: DFT, ωB97M-V/def2-TZVPD

Atoms and positions in Å:
Ba1 -18.586 4.074 -0.558
S1 -12.734 4.624 -0.086
O1 -14.144 4.636 -0.504
O2 -12.356 5.935 0.466
O3 -12.518 3.770 1.045
O4 -11.852 4.376 -1.212
S2 -17.164 5.736 4.816
O5 -17.969 5.334 3.691
O6 -17.538 4.969 5.966
O7 -15.747 5.780 4.568
O8 -17.593 7.021 5.364
C1 -23.083 4.458 1.835
C2 -23.119 2.934 1.631
O9 -21.960 2.335 1.083
O10 -22.591 5.150 0.667
H1 -22.516 4.774 2.710
H2 -24.044 4.888 2.120
H3 -23.935 2.715 0.943
H4 -23.444 2.410 2.530
H5 -21.919 1.455 1.463
H6 -22.687 6.100 0.758
C3 -18.137 8.365 -3.183
C4 -19.517 8.073 -3.845
O11 -19.854 6.701 -3.731
O12 -18.313 8.217 -1.773
H7 -17.766 9.385 -3.279
H8 -17.380 7.722 -3.631
H9 -19.479 8.325 -4.905
H10 -20.299 8.712 -3.435
H11 -20.813 6.696 -3.765
H12 -17.554 8.567 -1.301
C5 -17.650 -0.962 -4.905
C6 -17.861 -0.083 -3.641
C7 -16.986 -0.596 -2.395
O13 -17.513 -0.083 -1.142
C8 -16.645 -0.268 -0.089
N1 -17.495 1.312 -3.896
H13 -16.605 -0.946 -5.215
H14 -18.339 -0.729 -5.717
H15 -17.867 -2.000 -4.653
H16 -18.908 -0.143 -3.345
H17 -15.931 -0.358 -2.532
H18 -16.967 -1.686 -2.369
H19 -15.749 0.335 -0.236
H20 -16.394 -1.329 -0.120
H21 -17.058 0.110 0.846
H22 -17.854 1.525 -4.816
H23 -16.493 1.285 -4.016

Values from the calculation:
Energy above the lowest of the compared OMol25 structures with the same formula, charge and spin = 1166.2 kJ/mol
Max |F| = 4.93 eV Å⁻¹
Molar mass = 542.7 g mol⁻¹
Multiplicity = 1
Total charge = -2
LUMO level = 1.922 eV

=====

[6]
Molecular formula: C8H23CuNO11P2
Method: DFT, ωB97M-V/def2-TZVPD

Atoms and positions in Å:
Cu1 0.581 -1.068 -0.185
P1 1.108 -3.988 -0.389
O1 0.634 -5.436 -0.594
O2 0.608 -2.975 -1.423
O3 2.680 -4.265 -0.671
O4 1.102 -3.450 1.053
P2 3.965 -0.894 -0.507
O5 4.698 -2.203 -0.055
O6 2.623 -1.104 0.265
O7 3.748 -0.883 -2.037
O8 4.682 0.401 -0.114
C1 1.809 1.912 -4.150
C2 1.271 0.512 -3.813
O9 1.392 0.260 -2.455
H1 1.130 2.660 -3.714
H2 1.750 2.098 -5.243
H3 2.823 2.137 -3.827
H4 1.945 -0.235 -4.265
H5 0.226 0.484 -4.142
H6 2.324 -0.176 -2.263
C3 -3.341 -2.223 2.350
C4 -1.956 -2.835 2.529
O10 -1.037 -2.196 1.681
H7 -3.421 -1.191 2.707
H8 -4.030 -2.773 3.009
H9 -3.662 -2.200 1.310
H10 -1.994 -3.889 2.219
H11 -1.668 -2.716 3.587
H12 -0.248 -2.812 1.490
C5 0.722 2.027 1.231
C6 -0.554 1.219 1.011
C7 -1.781 1.954 1.551
O11 -1.999 3.105 0.809
C8 -3.017 3.997 1.368
N1 -0.678 0.933 -0.464
H13 0.632 3.114 1.117
H14 1.514 1.726 0.532
H15 1.214 1.830 2.193
H16 -0.337 0.287 1.539
H17 -1.503 2.184 2.593
H18 -2.631 1.257 1.540
H19 -2.820 4.263 2.399
H20 -3.982 3.536 1.188
H21 -2.927 4.878 0.742
H22 -0.005 1.403 -1.060
H23 -1.593 1.334 -0.644

Values from the calculation:
Energy above the lowest of the compared OMol25 structures with the same formula, charge and spin = 0.0 kJ/mol
Max |F| = 2.33 eV Å⁻¹
Molar mass = 434.8 g mol⁻¹
Multiplicity = 1
Total charge = -5
LUMO level = 9.780 eV

=====

[7]
Molecular formula: C8H23F3N7OS
Method: DFT, ωB97M-V/def2-TZVPD

Atoms and positions in Å:
C1 -2.222 2.562 -0.701
C2 -2.077 1.157 -0.146
N1 -1.684 1.171 1.268
N2 -0.306 1.348 1.457
C3 0.550 0.348 1.391
N3 1.838 0.528 1.577
C4 2.506 1.798 1.868
C5 2.917 2.565 0.579
N4 3.671 3.766 0.880
N5 3.669 1.633 -0.236
N6 1.675 2.940 -0.112
N7 0.030 -0.950 1.240
S1 -0.144 -1.855 2.761
C6 0.595 -1.725 0.176
F1 0.889 -0.901 -0.833
F2 1.722 -2.366 0.519
F3 -0.285 -2.627 -0.226
H1 -2.517 2.531 -1.749
H2 -2.962 3.121 -0.129
H3 -1.277 3.111 -0.646
H4 -3.033 0.632 -0.184
H5 -1.350 0.584 -0.737
H6 -1.988 0.348 1.770
H7 0.065 2.207 1.036
H8 2.440 -0.274 1.445
H9 3.388 1.553 2.460
H10 1.847 2.417 2.482
H11 4.534 3.547 1.369
H12 3.152 4.389 1.494
H13 4.640 1.603 0.056
H14 3.676 1.927 -1.207
H15 1.736 2.752 -1.107
H16 1.553 3.946 -0.036
H17 -0.165 -0.741 3.502
C7 -2.316 -4.663 -1.768
C8 -3.303 -5.230 -2.772
O1 -4.511 -4.483 -2.827
H18 -2.767 -4.630 -0.775
H19 -1.413 -5.273 -1.723
H20 -2.026 -3.646 -2.045
H21 -3.598 -6.238 -2.484
H22 -2.846 -5.291 -3.765
H23 -4.305 -3.592 -3.124

Values from the calculation:
Max |F| = 0.94 eV Å⁻¹
Molar mass = 322.4 g mol⁻¹
Multiplicity = 1
Total charge = +1
LUMO level = -3.552 eV

=====

[8]
Molecular formula: C8H23INO4
Method: DFT, ωB97M-V/def2-TZVPD

Atoms and positions in Å:
I1 -0.966 -0.830 3.428
C1 -2.061 -4.854 1.729
O1 -0.823 -4.424 2.054
H1 -2.673 -5.036 2.612
H2 -2.644 -4.384 0.937
H3 -1.861 -5.868 1.381
H4 -0.799 -3.509 2.344
C2 0.087 3.133 4.878
O2 0.187 2.800 3.490
H5 0.875 2.763 5.533
H6 0.219 4.215 4.879
H7 -0.891 2.889 5.293
H8 0.041 1.853 3.432
C3 -0.567 -0.405 -4.254
O3 -0.751 -0.275 -2.841
C4 0.162 -0.993 -2.052
C5 -0.164 -1.033 -0.502
N1 -0.545 0.242 0.098
C6 0.545 1.131 0.404
C7 1.409 1.611 -0.782
O4 0.627 1.884 -1.921
C8 1.539 2.388 -3.004
H9 0.247 0.228 -4.607
H10 -1.419 0.163 -4.629
H11 -0.584 -1.402 -4.693
H12 1.129 -0.559 -2.305
H13 0.055 -2.036 -2.349
H14 0.746 -1.353 0.005
H15 -0.995 -1.729 -0.389
H16 -0.847 -0.081 1.006
H17 1.168 0.574 1.104
H18 0.303 2.016 0.992
H19 2.195 0.861 -0.879
H20 1.916 2.530 -0.487
H21 0.870 2.776 -3.771
H22 2.056 1.517 -3.406
H23 2.217 3.196 -2.728

Values from the calculation:
Energy above the lowest of the compared OMol25 structures with the same formula, charge and spin = 0.0 kJ/mol
Max |F| = 2.96 eV Å⁻¹
Expectation value of S² = 0.75
Molar mass = 324.2 g mol⁻¹
Multiplicity = 2
LUMO level (alpha / beta) = 0.489 / -4.010 eV

=====

[9]
Molecular formula: C8H23LiO7
Method: DFT, ωB97M-V/def2-TZVPD

Atoms and positions in Å:
Li1 0.307 0.260 1.133
C1 -2.327 3.304 0.278
C2 -1.382 2.372 1.044
O1 -0.311 1.943 0.283
H1 -2.566 2.878 -0.698
H2 -1.849 4.271 0.115
H3 -3.268 3.419 0.824
H4 -2.004 1.517 1.418
H5 -1.032 2.909 1.950
C3 -1.466 -1.487 2.009
C4 -0.390 -1.397 3.039
O2 0.107 -0.046 3.086
O3 -0.889 -1.193 0.724
H6 -2.241 -0.748 2.216
H7 -1.877 -2.499 2.038
H8 0.448 -2.055 2.804
H9 -0.825 -1.675 4.001
H10 0.207 0.244 3.994
H11 -1.455 -1.507 0.012
C5 -1.217 -0.559 -3.750
C6 -0.608 -0.015 -2.508
O4 -1.466 0.952 -1.944
O5 -2.247 -1.504 -3.389
H12 -0.465 -1.053 -4.377
H13 -1.646 0.261 -4.334
H14 0.369 0.450 -2.714
H15 -0.409 -0.806 -1.767
H16 -1.058 1.287 -1.092
H17 -2.526 -1.957 -4.189
C7 3.100 -1.283 0.512
C8 3.720 -0.988 -0.826
O6 4.619 0.084 -0.796
O7 2.260 -0.208 0.943
H18 3.885 -1.472 1.249
H19 2.501 -2.191 0.409
H20 2.913 -0.829 -1.557
H21 4.246 -1.891 -1.149
H22 4.117 0.877 -0.575
H23 2.726 0.336 1.584

Values from the calculation:
Energy above the lowest of the compared OMol25 structures with the same formula, charge and spin = 13.4 kJ/mol
Max |F| = 1.47 eV Å⁻¹
Molar mass = 238.2 g mol⁻¹
Multiplicity = 1
LUMO level = -0.166 eV

=====

[10]
Molecular formula: C8H24BF4O4RbS4
Method: DFT, ωB97M-V/def2-TZVPD

Atoms and positions in Å:
Rb1 0.943 -1.205 0.187
B1 0.771 -3.892 -2.031
F1 1.474 -2.687 -2.313
F2 -0.621 -3.661 -2.203
F3 1.219 -4.881 -2.896
F4 0.960 -4.235 -0.677
C1 -0.400 4.488 2.455
S1 0.199 2.889 2.979
O1 -0.737 2.349 3.987
C2 -0.114 2.054 1.422
H1 0.143 4.811 1.564
H2 -0.243 5.234 3.231
H3 -1.461 4.442 2.203
H4 -0.113 0.979 1.612
H5 0.631 2.307 0.671
H6 -1.138 2.289 1.129
C3 -2.046 -0.546 3.854
S2 -1.479 -2.016 3.012
O2 -0.057 -1.773 2.604
C4 -1.343 -2.992 4.502
H7 -1.262 -0.202 4.537
H8 -2.914 -0.782 4.466
H9 -2.136 0.292 3.167
H10 -1.067 -2.385 5.363
H11 -0.781 -3.906 4.356
H12 -2.378 -3.271 4.749
C5 -3.077 -1.052 -2.165
S3 -2.504 0.424 -1.335
O3 -1.733 -0.055 -0.143
C6 -1.342 1.027 -2.566
H13 -3.810 -1.584 -1.572
H14 -2.221 -1.686 -2.417
H15 -3.479 -0.689 -3.117
H16 -1.860 1.729 -3.212
H17 -0.985 0.181 -3.163
H18 -0.458 1.418 -2.069
C7 4.905 0.583 -2.962
S4 3.367 -0.211 -2.431
O4 3.018 0.257 -1.053
C8 2.311 0.760 -3.487
H19 4.786 1.641 -2.727
H20 5.061 0.357 -4.012
H21 5.711 0.181 -2.352
H22 2.669 0.887 -4.511
H23 2.278 1.800 -3.147
H24 1.314 0.330 -3.489

Values from the calculation:
Energy above the lowest of the compared OMol25 structures with the same formula, charge and spin = 11.0 kJ/mol
Max |F| = 1.73 eV Å⁻¹
Molar mass = 484.8 g mol⁻¹
Multiplicity = 1
LUMO level = -0.127 eV

=====

[11]
Molecular formula: C8H24BrFeO4
Method: DFT, ωB97M-V/def2-TZVPD

Atoms and positions in Å:
Fe1 -1.195 2.129 -2.018
Br1 -0.497 0.988 -0.525
C1 1.137 1.413 -4.302
C2 0.342 0.739 -3.167
O1 -1.080 1.096 -3.154
H1 2.091 0.889 -4.367
H2 1.218 2.492 -4.173
H3 0.470 1.288 -5.155
H4 0.778 0.983 -2.198
H5 0.297 -0.349 -3.207
H6 -1.463 0.678 -3.928
C3 -1.268 0.292 2.892
C4 -2.418 -0.042 1.914
O2 -2.559 1.037 1.043
H7 -1.143 -0.596 3.513
H8 -1.588 1.200 3.402
H9 -0.295 0.447 2.427
H10 -3.366 -0.174 2.434
H11 -2.282 -1.000 1.411
H12 -1.694 1.144 0.642
C5 2.864 0.820 0.904
C6 1.821 0.789 2.032
O3 0.963 -0.264 1.734
H13 3.434 -0.093 0.731
H14 3.603 1.588 1.132
H15 2.356 1.009 -0.041
H16 1.308 1.750 2.017
H17 2.152 0.727 3.069
H18 0.396 0.075 1.037
C7 -0.609 -3.312 0.690
C8 -0.316 -1.777 0.602
O4 -0.810 -1.382 -0.646
H19 -0.210 -3.933 -0.112
H20 -1.681 -3.512 0.704
H21 -0.178 -3.817 1.555
H22 0.766 -1.649 0.562
H23 -0.782 -1.199 1.400
H24 -0.563 -0.478 -0.853

Values from the calculation:
Energy above the lowest of the compared OMol25 structures with the same formula, charge and spin = 1015.9 kJ/mol
Max |F| = 15.08 eV Å⁻¹
Expectation value of S² = 6.01
Molar mass = 320.0 g mol⁻¹
Multiplicity = 5
Total charge = +1
LUMO level (alpha / beta) = -5.117 / -6.067 eV

=====

[12]
Molecular formula: C8H24Cl4O4
Method: DFT, ωB97M-V/def2-TZVPD

Atoms and positions in Å:
Cl1 -10.566 26.162 10.637
C1 -10.858 24.452 10.282
C2 -10.177 23.569 11.319
Cl2 -10.951 23.747 12.902
H1 -10.394 24.197 9.329
H2 -11.931 24.266 10.224
H3 -9.172 23.968 11.457
H4 -10.073 22.508 11.093
Cl3 -6.617 23.145 12.307
C3 -6.246 24.373 13.452
C4 -4.962 25.190 13.034
Cl4 -5.430 26.299 11.780
H5 -6.053 23.908 14.419
H6 -7.192 24.886 13.624
H7 -4.171 24.514 12.710
H8 -4.626 25.860 13.825
C5 -13.349 21.689 11.132
O1 -12.996 20.383 11.554
H9 -13.358 22.347 12.001
H10 -12.628 22.008 10.380
H11 -14.344 21.756 10.692
H12 -13.729 19.979 12.024
C6 -13.635 23.387 7.757
O2 -13.492 24.691 8.061
H13 -14.377 23.333 6.960
H14 -12.745 23.045 7.228
H15 -13.935 22.692 8.541
H16 -14.379 25.058 8.078
C7 -9.672 20.810 7.673
O3 -10.646 21.308 8.524
H17 -10.033 20.892 6.648
H18 -8.780 21.396 7.896
H19 -9.430 19.762 7.855
H20 -11.501 20.915 8.335
C8 -11.771 26.992 13.781
O4 -11.580 28.046 14.781
H21 -11.202 26.158 14.192
H22 -12.836 26.764 13.811
H23 -11.393 27.367 12.829
H24 -12.045 28.830 14.480

Values from the calculation:
Max |F| = 3.44 eV Å⁻¹
Expectation value of S² = 0.76
Molar mass = 326.1 g mol⁻¹
Multiplicity = 2
Total charge = +1
LUMO level (alpha / beta) = -2.860 / -10.040 eV